[1]
Entry from the OMol25 dataset: a single C18H24N2O4 molecule (ωB97M-V/def2-TZVPD).

Cartesian coordinates (Å):
1 O 3.611 2.915 -0.514
2 O -5.931 -1.768 -0.623
3 O -1.271 -1.040 -0.938
4 O 4.319 -1.813 0.097
5 N -2.818 -0.019 0.354
6 N 3.406 0.874 0.425
7 C -7.272 -0.009 0.122
8 C -7.077 -1.523 0.165
9 C 6.475 -2.625 -0.286
10 C 4.808 0.545 0.372
11 C -5.041 -0.668 -0.506
12 C 0.854 3.387 -0.022
13 C -5.824 0.478 0.168
14 C 6.506 -1.122 -0.563
15 C 5.250 -2.737 0.619
16 C -0.805 1.169 -0.193
17 C 0.577 1.011 -0.201
18 C -1.350 2.447 -0.113
19 C -1.641 -0.064 -0.318
20 C 1.414 2.113 -0.095
21 C 2.906 2.012 -0.105
22 C 5.024 -0.716 -0.478
23 C -0.518 3.551 -0.034
24 C -3.791 -1.080 0.294
25 H -2.421 2.591 -0.152
26 H -4.085 -1.378 1.306
27 H 2.794 0.114 0.679
28 H 6.937 -0.880 -1.531
29 H 4.590 -0.547 -1.471
30 H 1.518 4.237 0.033
31 H 5.329 1.398 -0.067
32 H -4.726 -0.398 -1.521
33 H 7.382 -2.991 0.189
34 H -3.315 -1.927 -0.204
35 H 5.181 0.368 1.387
36 H -7.902 -2.088 -0.269
37 H 7.076 -0.604 0.210
38 H -5.685 1.426 -0.347
39 H -6.914 -1.863 1.199
40 H -7.740 0.277 -0.821
41 H -0.943 4.543 0.011
42 H 5.511 -2.476 1.655
43 H -5.503 0.591 1.206
44 H 4.781 -3.721 0.608
45 H -7.875 0.362 0.947
46 H 6.305 -3.179 -1.209
47 H -3.068 0.817 0.856
48 H 0.963 0.009 -0.322

## Properties
ΔE to the lowest compared entry with this formula, charge and spin = 27.87 kcal per mole
E_LUMO = 0.632 eV
SMILES = O=C(NC[C@H]1CCCO1)c1cccc(C(=O)NC[C@@H]2CCCO2)c1
max |F| = 0.0118 hartree/bohr

Let us look at the Mulliken charges, expressed in e, one per atom: atom 1 (O): -0.68, atom 2 (O): -0.45, atom 3 (O): -0.65, atom 4 (O): -0.42, atom 5 (N): -0.10, atom 6 (N): -0.18, atom 7 (C): -0.57, atom 8 (C): -0.48, atom 9 (C): -0.53, atom 10 (C): -1.11, atom 11 (C): 0.40, atom 12 (C): -0.70, atom 13 (C): -0.74, atom 14 (C): -0.79, atom 15 (C): -0.48, atom 16 (C): 0.34, atom 17 (C): -0.55, atom 18 (C): -0.62, atom 19 (C): 0.31, atom 20 (C): 0.81, atom 21 (C): 0.45, atom 22 (C): 0.35, atom 23 (C): -0.81, atom 24 (C): -1.14, atom 25 (H): 0.51, atom 26 (H): 0.33, atom 27 (H): 0.25, atom 28 (H): 0.38, atom 29 (H): 0.30, atom 30 (H): 0.46, atom 31 (H): 0.46, atom 32 (H): 0.28, atom 33 (H): 0.34, atom 34 (H): 0.36, atom 35 (H): 0.29, atom 36 (H): 0.32, atom 37 (H): 0.32, atom 38 (H): 0.29, atom 39 (H): 0.27, atom 40 (H): 0.28, atom 41 (H): 0.41, atom 42 (H): 0.27, atom 43 (H): 0.38, atom 44 (H): 0.29, atom 45 (H): 0.34, atom 46 (H): 0.27, atom 47 (H): 0.26, atom 48 (H): 0.66

[2]
Entry from the OMol25 dataset: 2 unconnected molecules or ions with the total composition C8H15N3O in a non-equilibrium geometry (ωB97M-V/def2-TZVPD).

Cartesian coordinates (Å):
1 O 1.013 2.407 -0.378
2 N -5.394 0.537 0.338
3 N 3.265 -1.698 -0.556
4 N 4.551 0.143 0.298
5 C 2.269 0.501 -0.325
6 C -1.799 1.279 0.202
7 C 2.107 1.906 -0.146
8 C -4.530 0.027 -0.251
9 C 3.342 -0.335 -0.137
10 C -1.676 -1.164 0.857
11 C -2.006 -0.204 -0.243
12 C -3.365 -0.502 -0.914
13 H 3.906 -2.304 -0.097
14 H -3.474 -1.568 -1.110
15 H -1.849 1.951 -0.631
16 H 4.389 1.005 0.819
17 H -2.444 1.559 1.012
18 H -0.626 -1.080 1.184
19 H 2.369 -2.126 -0.450
20 H -1.774 -2.201 0.529
21 H -3.424 -0.071 -1.927
22 H -2.294 -1.062 1.746
23 H -0.705 1.446 0.502
24 H 2.917 2.505 0.366
25 H 5.091 -0.523 0.866
26 H 1.327 -0.017 -0.568
27 H -1.188 -0.413 -0.988

## Properties
ΔE to the lowest compared entry with this formula, charge and spin = 9.27 kcal per mole
E_LUMO = 0.253 eV
SMILES = NC(N)=CC=O.CC(C)CC#N
max |F| = 0.0522 hartree/bohr

Let us look at the Mulliken charges, expressed in e, one per atom: atom 1 (O): -0.49, atom 2 (N): -0.47, atom 3 (N): -0.52, atom 4 (N): -0.51, atom 5 (C): 0.10, atom 6 (C): -1.32, atom 7 (C): -0.22, atom 8 (C): 0.23, atom 9 (C): 0.51, atom 10 (C): -1.51, atom 11 (C): 0.96, atom 12 (C): -0.81, atom 13 (H): 0.25, atom 14 (H): 0.42, atom 15 (H): 0.37, atom 16 (H): 0.24, atom 17 (H): 0.42, atom 18 (H): 0.34, atom 19 (H): 0.26, atom 20 (H): 0.40, atom 21 (H): 0.35, atom 22 (H): 0.36, atom 23 (H): 0.23, atom 24 (H): 0.17, atom 25 (H): 0.27, atom 26 (H): -0.06, atom 27 (H): 0.01

[3]
Entry from the OMol25 dataset: a gas-phase ion, C3H4O3PS (charge -1) in a non-equilibrium geometry (ωB97M-V/def2-TZVPD).

Cartesian coordinates (Å):
1 S 0.400 -2.065 0.186
2 P 0.032 -0.873 1.805
3 O -2.296 0.122 1.121
4 O -1.133 1.970 -0.751
5 O 0.668 1.950 0.617
6 C 0.612 -0.859 -1.292
7 C -0.409 1.615 0.129
8 C -1.139 0.376 1.011
9 H 0.938 0.137 -0.947
10 H 1.298 -1.325 -2.046
11 H -0.351 -0.851 -1.594
12 H 1.380 -0.196 1.761

## Properties
total charge = -1
ΔE to the lowest compared entry with this formula, charge and spin = 0.00 kcal per mole
E_LUMO = 3.296 eV
SMILES = CSPC(=O)C(=O)[O-]
max |F| = 0.0698 hartree/bohr

Let us look at the Mulliken charges, expressed in e, one per atom: atom 1 (S): -0.20, atom 2 (P): -0.05, atom 3 (O): -0.50, atom 4 (O): -0.63, atom 5 (O): -0.64, atom 6 (C): -0.72, atom 7 (C): 0.44, atom 8 (C): 0.44, atom 9 (H): 0.21, atom 10 (H): 0.30, atom 11 (H): 0.31, atom 12 (H): 0.04

[4]
Entry from the OMol25 dataset: a single C5H13N3 molecule in a non-equilibrium geometry (ωB97M-V/def2-TZVPD).

Cartesian coordinates (Å):
1 N 1.651 -0.297 -0.448
2 N -1.222 0.096 1.128
3 N -0.875 0.727 -1.194
4 C -0.921 -0.431 -1.779
5 C 1.222 0.894 0.144
6 C 1.657 1.090 1.579
7 C -0.651 0.963 0.139
8 C -1.480 -1.728 -1.230
9 H -0.793 -0.820 1.166
10 H -1.217 0.510 2.049
11 H -0.982 -0.353 -2.864
12 H -1.807 -2.367 -2.052
13 H 1.295 2.041 1.967
14 H -0.715 -2.284 -0.680
15 H 1.028 -0.520 -1.308
16 H 1.509 -1.089 0.176
17 H 1.273 0.286 2.210
18 H 2.745 1.082 1.646
19 H -0.871 2.005 0.381
20 H 1.455 1.744 -0.496
21 H -2.302 -1.552 -0.536

## Properties
ΔE to the lowest compared entry with this formula, charge and spin = 43.18 kcal per mole
E_LUMO = 0.926 eV
SMILES = C/C=N\[C@@H](N)[C@@H](C)N
max |F| = 0.0545 hartree/bohr

Let us look at the Mulliken charges, expressed in e, one per atom: atom 1 (N): -0.59, atom 2 (N): -0.52, atom 3 (N): -0.41, atom 4 (C): -0.22, atom 5 (C): 0.11, atom 6 (C): -1.40, atom 7 (C): -0.30, atom 8 (C): -1.01, atom 9 (H): 0.21, atom 10 (H): 0.28, atom 11 (H): 0.38, atom 12 (H): 0.35, atom 13 (H): 0.35, atom 14 (H): 0.24, atom 15 (H): 0.34, atom 16 (H): 0.30, atom 17 (H): 0.34, atom 18 (H): 0.36, atom 19 (H): 0.50, atom 20 (H): 0.35, atom 21 (H): 0.32